140
Properties=species:S:1:pos:R:3 method="wB97M-V/def2-TZVPD" homo_energy_ev=-9.1 lumo_energy_ev=-1.7 smiles="CCCC[C@@]1(OCCC)C(=O)N[C@H](CCCC(=O)OCC)[C@H]1[PH2]=S.O=C1C=C(O)C(=O)C=C1O.O=C1C=C(O)C(=O)C=C1O.O=C1C=C(O)C(=O)C=C1O.O=C1C=C(O)C(=O)C=C1O.O=C1C=C(O)C(=O)C=C1O.O=C1C=C(O)C(=O)C=C1O"
C 5.7296 2.2772 2.2776
C 5.2800 1.4972 3.5097
C 5.4952 -0.0302 3.4624
C 4.2538 -0.9256 3.2220
C 4.0760 -1.6958 1.8717
O 5.2915 -1.9994 1.2455
C 5.8509 -1.0373 0.3607
C 5.5214 -1.2761 -1.1047
C 6.1028 -0.1393 -1.9691
C 3.4343 -3.0543 2.2742
O 3.9561 -4.1518 2.2663
N 2.1447 -2.7565 2.6174
C 1.6276 -1.7057 1.7264
C 0.5008 -2.2053 0.7974
C -0.6934 -1.2565 0.7211
C -1.8948 -1.9365 0.0634
C -3.0408 -1.0071 -0.2251
O -4.1899 -1.2390 0.0590
O -2.6574 0.1098 -0.8888
C -2.8447 1.3418 -0.1419
C -1.8645 2.3722 -0.6796
C 2.8967 -1.2688 0.9519
P 2.6674 0.4517 0.4031
S 1.9240 1.7360 1.6726
H 5.6356 3.3508 2.4575
H 5.1312 2.0677 1.3945
H 6.7799 2.0763 2.0574
H 5.8595 1.8890 4.3476
H 4.2377 1.7273 3.7329
H 5.8485 -0.3146 4.4553
H 6.3047 -0.2833 2.7854
H 3.3477 -0.3641 3.4500
H 4.3185 -1.7152 3.9730
H 6.9358 -1.1088 0.4796
H 5.5805 -0.0291 0.6685
H 6.0041 -2.2133 -1.3865
H 4.4511 -1.3836 -1.2709
H 5.3832 0.2300 -2.6975
H 6.3827 0.7157 -1.3459
H 7.0077 -0.4560 -2.4834
H 1.5462 -3.5511 2.7947
H 1.2184 -0.8935 2.3301
H 0.1874 -3.1944 1.1398
H 0.8925 -2.3332 -0.2155
H -0.4163 -0.3821 0.1298
H -0.9624 -0.9236 1.7261
H -2.2645 -2.7534 0.6805
H -1.5792 -2.3559 -0.8983
H -2.6684 1.1490 0.9165
H -3.8717 1.6696 -0.2791
H -1.5185 2.0711 -1.6655
H -0.9945 2.4754 -0.0305
H -2.3431 3.3502 -0.7347
H 2.9339 -1.9248 0.0783
H 3.8708 0.8801 -0.1656
H 1.8421 0.3136 -0.7210
C 3.2928 3.8914 -4.2572
C 2.7863 3.2983 -3.1679
C 1.3852 2.7380 -3.1348
O 1.0452 2.1896 -2.1010
C 0.5465 2.8737 -4.3030
C 1.0545 3.4620 -5.3943
C 2.4656 3.9986 -5.4445
O 2.8248 4.5024 -6.4918
O 0.3754 3.6317 -6.5208
O 3.4383 3.1435 -2.0257
H 4.2949 4.2943 -4.2926
H -0.4682 2.4997 -4.2597
H 0.9840 4.0782 -7.1410
H 2.8168 2.6577 -1.4473
C -2.7969 -0.6501 -4.3398
C -3.1489 -1.8212 -4.8894
C -3.3962 -1.9663 -6.3722
O -3.6951 -3.0804 -6.7672
C -3.2706 -0.8084 -7.2247
C -2.9191 0.3646 -6.6754
C -2.6561 0.5076 -5.1938
O -2.3364 1.6143 -4.7981
O -2.7628 1.4811 -7.3626
O -3.3121 -2.9388 -4.2028
H -2.6220 -0.5279 -3.2796
H -3.4606 -0.9296 -8.2822
H -2.4800 2.1681 -6.7281
H -3.5711 -3.6268 -4.8459
C -5.8638 4.7656 4.4327
C -5.2645 4.7049 3.2356
C -4.8803 3.3928 2.5935
O -4.3504 3.4520 1.4984
C -5.1542 2.1612 3.3017
C -5.7512 2.2220 4.5007
C -6.1516 3.5334 5.1371
O -6.6991 3.4684 6.2214
O -6.0477 1.1621 5.2332
O -4.9550 5.7665 2.5087
H -6.1434 5.6990 4.8997
H -4.8729 1.2272 2.8347
H -6.4780 1.5020 6.0420
H -4.5366 5.4268 1.6941
C -7.3827 -3.2775 -10.7274
C -8.6433 -3.7086 -10.5842
C -9.1226 -4.3953 -9.3269
O -10.2935 -4.7299 -9.3036
C -8.1809 -4.6106 -8.2524
C -6.9141 -4.1863 -8.3919
C -6.4413 -3.4775 -9.6440
O -5.2829 -3.1074 -9.6665
O -5.9871 -4.3360 -7.4649
O -9.5811 -3.5762 -11.5085
H -7.0337 -2.7814 -11.6217
H -8.5304 -5.1130 -7.3618
H -5.1511 -3.9472 -7.8061
H -10.3904 -3.9719 -11.1291
C 5.4397 6.5503 6.1356
C 5.7445 5.2465 6.1934
C 4.6906 4.1800 6.3765
O 5.0779 3.0262 6.3923
C 3.3070 4.5830 6.5092
C 3.0019 5.8870 6.4534
C 4.0538 6.9535 6.2538
O 3.6617 8.1042 6.2048
O 1.7728 6.3640 6.5619
O 6.9750 4.7695 6.0933
H 6.1866 7.3198 6.0027
H 2.5611 3.8132 6.6463
H 1.8496 7.3346 6.4782
H 6.8966 3.7983 6.1647
C -0.8026 -5.7514 5.1616
C -0.8746 -6.3197 6.3752
C 0.3409 -6.8908 7.0721
O 0.1569 -7.3672 8.1762
C 1.6183 -6.8376 6.3962
C 1.6934 -6.2731 5.1812
C 0.4771 -5.6856 4.5002
O 0.6642 -5.1826 3.4044
O 2.8180 -6.1803 4.4929
O -1.9896 -6.4329 7.0713
H -1.6649 -5.3389 4.6574
H 2.4787 -7.2580 6.8966
H 2.6323 -5.7329 3.6431
H -1.7454 -6.8763 7.9081

***

125
Properties=species:S:1:pos:R:3 method="wB97M-V/def2-TZVPD" homo_energy_ev=-5.0 lumo_energy_ev=2.1 charge=-1
Ca 0.4233 -0.7251 0.0641
C -2.6554 0.6332 -5.7387
C -2.4290 -0.7956 -5.3237
C -1.5036 -1.5975 -5.9828
C -1.2380 -2.8893 -5.5547
C -0.2467 -3.7473 -6.2885
C -1.9052 -3.3952 -4.4325
C -2.9019 -2.6381 -3.8115
C -3.7756 -3.1839 -2.7130
C -3.1301 -1.3395 -4.2601
C -1.5817 -4.7796 -3.9680
C -2.2642 -5.8325 -4.5701
C -2.0347 -7.1416 -4.1862
C -1.1231 -7.3997 -3.1791
C -0.4277 -6.3636 -2.5585
C -0.6284 -5.0343 -2.9648
Ge 0.2405 -3.5092 -2.0289
S -1.1251 -2.8321 -0.5002
S 2.2732 -3.8760 -1.0964
Ge 2.9223 -1.9771 -2.1410
S 2.9180 -0.2136 -0.8773
S 1.0924 -1.9736 -3.4657
C 4.7080 -2.0932 -3.0154
C 4.9446 -1.6140 -4.3132
C 6.2206 -1.6917 -4.8684
C 7.2782 -2.2194 -4.1504
C 7.0648 -2.6539 -2.8541
C 5.8000 -2.5889 -2.2781
C 5.6463 -3.0334 -0.8588
C 5.3510 -4.3618 -0.5630
C 5.2655 -5.4126 -1.6353
C 5.1051 -4.7263 0.7595
C 5.1577 -3.7998 1.7865
C 4.7905 -4.1738 3.1967
C 5.5411 -2.4964 1.4805
C 5.8071 -2.1003 0.1788
C 6.2802 -0.6998 -0.1019
C 3.8892 -0.9652 -5.1479
C 3.2224 -1.6902 -6.1336
C 3.5104 -3.1501 -6.3667
C 2.2760 -1.0441 -6.9250
C 1.9734 0.2959 -6.7493
C 0.8999 0.9673 -7.5610
C 2.6764 1.0092 -5.7844
C 3.6437 0.4075 -4.9925
C 4.4449 1.2324 -4.0203
C 0.4898 -6.7566 -1.4454
C 1.7700 -7.2261 -1.7424
C 2.2565 -7.2724 -3.1670
C 2.5936 -7.6515 -0.7046
C 2.1860 -7.5835 0.6194
C 3.1070 -7.9850 1.7403
C 0.9002 -7.1324 0.8906
C 0.0312 -6.7435 -0.1219
C -1.3777 -6.3351 0.2131
H -2.3172 0.8080 -6.7608
H -2.1077 1.3145 -5.0821
H -3.7117 0.9007 -5.6798
H -0.9596 -1.2020 -6.8351
H 0.2292 -3.1832 -7.0887
H -0.7304 -4.6256 -6.7234
H 0.5274 -4.1066 -5.6086
H -3.5394 -4.2192 -2.4752
H -4.8246 -3.1290 -3.0158
H -3.6447 -2.6051 -1.8002
H -3.8829 -0.7406 -3.7559
H -2.9914 -5.6063 -5.3421
H -2.5732 -7.9541 -4.6588
H -0.9432 -8.4167 -2.8485
H 6.3718 -1.3213 -5.8763
H 8.2654 -2.2779 -4.5927
H 7.8844 -3.0499 -2.2649
H 5.3350 -4.9892 -2.6354
H 4.3156 -5.9340 -1.5553
H 6.0706 -6.1444 -1.5189
H 4.8288 -5.7543 0.9764
H 4.7422 -5.2564 3.3197
H 3.8138 -3.7576 3.4577
H 5.5115 -3.7791 3.9145
H 5.6273 -1.7659 2.2787
H 6.5660 -0.2047 0.8264
H 5.4884 -0.1138 -0.5715
H 7.1404 -0.7000 -0.7737
H 4.0193 -3.6045 -5.5184
H 4.1449 -3.2832 -7.2476
H 2.5863 -3.6980 -6.5401
H 1.7553 -1.6103 -7.6908
H 0.6645 0.3957 -8.4598
H 1.2002 1.9720 -7.8637
H -0.0170 1.0606 -6.9747
H 2.4779 2.0697 -5.6589
H 4.1819 2.2877 -4.1095
H 5.5155 1.1302 -4.2116
H 4.2693 0.9205 -2.9890
H 2.0032 -6.3538 -3.6986
H 1.7981 -8.1016 -3.7128
H 3.3375 -7.4019 -3.2054
H 3.5874 -8.0210 -0.9358
H 4.0687 -8.3284 1.3573
H 2.6753 -8.7883 2.3409
H 3.2931 -7.1420 2.4095
H 0.5537 -7.0981 1.9194
H -1.6124 -6.5914 1.2467
H -2.0975 -6.8345 -0.4385
H -1.5149 -5.2596 0.0829
C 0.7982 -3.3899 2.6548
S 1.6221 -1.7749 2.5738
C 0.7391 -0.8368 3.7670
C 0.0645 0.3107 3.5134
S -0.2273 1.1605 2.0311
S -0.5922 1.0698 4.9542
C -0.0823 -0.0794 6.1366
S -0.3370 0.0919 7.7572
S 0.8641 -1.3351 5.4416
H 1.2312 -3.9790 1.8444
H -0.2693 -3.2876 2.4758
H 0.9919 -3.8710 3.6122
N 0.7935 2.0075 -2.3425
C -0.3644 1.7466 -1.7102
N -1.2475 2.7798 -1.5330
O -0.6641 0.6039 -1.3401
H 1.0720 2.9490 -2.5494
H 1.5112 1.2856 -2.2917
H -0.8790 3.7139 -1.4741
H -1.9681 2.5638 -0.8618